Entry 1:
The molecule C4H5N3. Source: OMol25; level of theory: the ωB97M-V functional and the def2-TZVPD basis.

## Properties
* E_HOMO: -8.93 eV
* SMILES: Nc1cncnc1
* DFT total energy: -319.687937 Eh

Each line ends with the Mulliken charge.
Atoms and positions in Å:
N  -2.011  0.059  -0.086  -0.59
C  -0.624  0.025  0.071  0.54
C  0.169  1.169  0.176  -0.13
N  1.497  1.122  0.128  -0.56
C  2.042  -0.087  0.025  -0.08
N  1.398  -1.248  0.127  -0.56
C  0.072  -1.181  0.182  -0.20
H  -2.355  0.977  -0.340  0.24
H  -2.332  -0.618  -0.768  0.26
H  -0.289  2.151  0.308  0.33
H  3.115  -0.131  -0.146  0.36
H  -0.470  -2.116  0.326  0.39


Entry 2:
A structure of composition C4H5N3O. Source: OMol25; level of theory: the ωB97M-V functional and the def2-TZVPD basis.

## Properties
* E_HOMO: -8.92 eV
* DFT total energy: -394.758587 Eh

Each line ends with the Mulliken charge.
Atoms and positions in Å:
C  0.272  1.308  -0.271  0.54
C  0.477  -1.184  -0.841  -0.31
C  -0.125  -1.804  0.184  -0.12
C  -1.077  -0.133  1.325  0.23
H  -0.034  3.338  -0.225  0.27
H  1.903  0.734  -1.304  0.34
H  1.033  -1.819  -1.407  0.40
H  -0.114  -2.941  0.081  0.28
H  -2.047  -0.014  2.036  0.26
N  0.533  2.556  -0.476  -0.70
N  0.661  0.290  -1.035  -0.36
N  -0.797  0.950  0.633  -0.53
O  -0.683  -1.281  1.301  -0.30


Entry 3:
The molecule C4H5N3O. Source: OMol25; level of theory: the ωB97M-V functional and the def2-TZVPD basis.

## Properties
* E_HOMO: -7.74 eV
* SMILES: [H]/N=C/N1C=COC=N1
* DFT total energy: -394.852945 Eh

Each line ends with the Mulliken charge.
Atoms and positions in Å:
C  -1.083  -1.021  1.231  0.09
C  -0.234  -0.466  -0.971  -0.01
C  0.554  0.328  -1.672  -0.50
C  1.227  1.396  0.271  0.04
H  -2.417  -2.167  1.608  0.25
H  -0.877  -0.757  2.280  0.37
H  -0.853  -1.205  -1.482  0.37
H  0.657  0.319  -2.726  0.39
H  1.855  2.162  0.717  0.38
N  -1.964  -1.811  0.796  -0.63
N  -0.262  -0.324  0.373  0.44
N  0.454  0.704  0.992  -0.80
O  1.407  1.280  -1.084  -0.39


Entry 4:
A cluster of 2 separate species, C4H5N3O in total. Source: OMol25; level of theory: the ωB97M-V functional and the def2-TZVPD basis.

## Properties
* E_HOMO (alpha / beta): -7.73 / -9.29 eV
* DFT total energy: -394.756285 Eh

Each line ends with the Mulliken charge.
Atoms and positions in Å:
C  -2.125  0.454  -0.781  -0.22
C  -2.130  0.613  0.586  -0.10
C  -0.130  0.947  -0.227  0.81
C  1.224  1.218  -0.071  -0.10
N  -0.902  0.658  -1.257  -0.52
N  2.082  1.983  -0.458  -0.41
N  1.845  -1.093  0.438  -0.59
O  -0.896  0.963  0.962  -0.28
H  -2.930  0.225  -1.487  0.37
H  -2.960  0.769  1.358  0.32
H  3.031  1.750  -0.591  0.30
H  2.663  -0.912  1.008  0.19
H  2.096  -1.003  -0.507  0.22


Entry 5:
The molecule C4H5N3O. Source: OMol25; level of theory: the ωB97M-V functional and the def2-TZVPD basis.

## Properties
* E_HOMO: -9.10 eV
* SMILES: [H]/N=c1\oncn1C=C
* DFT total energy: -394.840478 Eh

Each line ends with the Mulliken charge.
Atoms and positions in Å:
C  -0.268  -2.617  -0.519  -0.71
C  -0.158  -1.636  0.389  0.09
C  -0.036  0.197  -1.356  0.05
C  0.077  0.720  0.831  0.47
H  -0.580  -2.294  -1.521  0.16
H  -0.154  -3.723  -0.327  0.24
H  -0.106  -1.778  1.466  0.35
H  -0.099  -0.511  -2.185  0.31
H  0.631  1.308  2.605  0.25
N  -0.289  -0.248  -0.070  0.01
N  0.137  1.442  -1.391  -0.37
N  0.334  0.565  2.018  -0.60
O  0.168  1.838  -0.001  -0.25


Entry 6:
The molecule C4H5N3O. Source: OMol25; level of theory: the ωB97M-V functional and the def2-TZVPD basis.

## Properties
* E_HOMO: -8.41 eV
* SMILES: [H]/N=C\N=c1/[nH]cco1
* DFT total energy: -394.832821 Eh

Each line ends with the Mulliken charge.
Atoms and positions in Å:
C  1.228  0.460  1.609  0.07
C  0.159  0.543  -0.415  0.48
C  -1.342  -1.166  -1.156  -0.23
C  -1.480  0.002  -1.980  -0.35
H  2.604  1.754  2.202  0.28
H  0.667  -0.412  1.971  0.32
H  0.026  -1.425  0.528  0.29
H  -1.698  -2.137  -1.262  0.44
H  -2.261  0.289  -2.684  0.37
N  2.114  0.702  2.448  -0.58
N  0.943  1.179  0.407  -0.57
N  -0.482  -0.788  -0.172  -0.17
O  -0.478  1.000  -1.498  -0.34


Entry 7:
The molecule C4H5N3O. Source: OMol25; level of theory: the ωB97M-V functional and the def2-TZVPD basis.

## Properties
* E_HOMO: -10.21 eV
* SMILES: [H]/N=C1/C=CC(=O)N1N
* DFT total energy: -394.817308 Eh

Each line ends with the Mulliken charge.
Atoms and positions in Å:
C  0.791  -0.344  0.923  0.34
C  -0.365  -1.255  1.205  -0.27
C  -1.362  -1.029  0.253  -0.37
C  -1.010  0.222  -0.592  0.53
H  0.680  2.258  -1.220  0.29
H  0.840  0.818  -2.012  0.28
H  2.613  0.074  0.837  0.30
H  -0.716  -1.945  2.069  0.31
H  -2.250  -1.581  0.035  0.42
N  0.954  1.261  -0.943  -0.74
N  0.116  0.719  0.165  0.09
N  2.039  -0.641  1.192  -0.62
O  -1.407  0.679  -1.667  -0.55


Entry 8:
The molecule C4H5N3O. Source: OMol25; level of theory: the ωB97M-V functional and the def2-TZVPD basis.

## Properties
* E_HOMO: -9.23 eV
* DFT total energy: -394.791423 Eh

Each line ends with the Mulliken charge.
Atoms and positions in Å:
C  -2.529  0.486  -0.309  -1.23
C  -1.282  0.182  0.471  0.49
C  0.299  -0.665  -0.143  0.40
C  0.088  0.666  -0.094  -0.11
H  -2.893  1.487  -0.294  0.34
H  -2.292  0.172  -1.350  0.31
H  -3.314  -0.186  0.011  0.33
H  -1.353  0.358  1.558  0.30
H  1.782  2.034  0.252  0.25
N  1.586  -1.000  -0.154  -0.38
N  2.195  0.121  -0.030  -0.51
N  1.364  1.136  0.037  0.22
O  -0.925  -1.209  0.161  -0.39


Entry 9:
The molecule C4H5N3O. Source: OMol25; level of theory: the ωB97M-V functional and the def2-TZVPD basis.

## Properties
* E_HOMO: -9.49 eV
* SMILES: C/N=c1/cnocn1
* DFT total energy: -394.823357 Eh

Each line ends with the Mulliken charge.
Atoms and positions in Å:
C  -2.209  0.196  0.146  -0.76
C  -0.028  -0.406  -0.285  0.62
C  1.064  -1.353  -0.143  0.03
C  1.660  1.159  -0.139  -0.01
H  -2.000  0.831  1.062  0.27
H  -2.221  1.015  -0.570  0.29
H  -3.149  -0.309  0.266  0.30
H  0.832  -2.470  -0.087  0.38
H  2.071  2.120  0.030  0.42
N  -1.206  -0.860  -0.137  -0.53
N  2.256  -1.089  0.011  -0.36
N  0.375  0.947  -0.333  -0.47
O  2.556  0.218  0.178  -0.19


Entry 10:
The molecule C4H5N3O. Source: OMol25; level of theory: the ωB97M-V functional and the def2-TZVPD basis.

## Properties
* E_HOMO: -10.19 eV
* SMILES: CC1=NN=CC=NO1
* DFT total energy: -394.657888 Eh

Each line ends with the Mulliken charge.
Atoms and positions in Å:
C  -1.961  -0.316  -0.234  -0.73
C  -0.536  -0.725  0.449  0.58
C  2.030  -0.009  0.155  -0.09
C  1.193  1.062  -0.300  -0.16
H  -2.242  -1.497  -0.327  0.28
H  -2.851  0.230  0.522  0.24
H  -2.137  0.377  -1.279  0.24
H  3.044  0.056  0.125  0.48
H  1.604  1.864  -0.689  0.45
N  0.294  -1.557  0.043  -0.27
N  1.728  -1.368  0.195  -0.39
N  0.049  1.432  0.156  -0.37
O  -0.216  0.451  1.183  -0.25


Entry 11:
The molecule C4H5N3O. Source: OMol25; level of theory: the ωB97M-V functional and the def2-TZVPD basis.

## Properties
* E_HOMO: -8.56 eV
* SMILES: [H]/N=C\N1N=COC1=C
* DFT total energy: -394.805518 Eh

Each line ends with the Mulliken charge.
Atoms and positions in Å:
C  -1.340  1.830  0.022  -1.03
C  -0.916  0.597  -0.129  0.60
C  -0.923  -1.524  0.154  -0.04
C  1.672  0.693  0.160  0.16
H  -0.723  2.595  -0.265  0.37
H  -2.477  1.751  0.064  0.25
H  -1.229  -2.654  0.207  0.33
H  1.579  1.814  0.659  0.24
H  2.635  -0.933  -0.242  0.30
N  0.250  -1.336  -0.136  -0.51
N  0.368  0.094  -0.301  0.25
N  2.810  0.028  0.066  -0.60
O  -1.842  -0.455  0.118  -0.32


Entry 12:
The molecule C4H5N3O2. Source: OMol25; level of theory: the ωB97M-V functional and the def2-TZVPD basis.

## Properties
* E_HOMO: -8.15 eV
* SMILES: [H]/N=c1\occ(O)n1/C=N/[H]
* DFT total energy: -470.118917 Eh

Each line ends with the Mulliken charge.
Atoms and positions in Å:
C  -0.199  0.887  0.863  0.32
C  0.934  1.568  0.597  -0.39
C  0.905  -0.186  -0.745  0.39
C  -1.366  -1.019  -0.047  0.03
H  -0.965  0.583  2.647  0.35
H  1.381  2.499  0.983  0.39
H  2.024  -0.804  -2.153  0.25
H  -2.212  -0.579  0.558  0.30
H  -2.382  -2.351  -0.736  0.27
N  1.105  -0.994  -1.715  -0.61
N  -0.200  -0.266  0.126  0.15
N  -1.394  -2.064  -0.771  -0.54
O  -1.118  1.106  1.820  -0.55
O  1.611  0.947  -0.418  -0.37


Entry 13:
A structure of composition C4H5N3O2. Source: OMol25; level of theory: the ωB97M-V functional and the def2-TZVPD basis.

## Properties
* E_HOMO: -7.63 eV
* DFT total energy: -469.967634 Eh

Each line ends with the Mulliken charge.
Atoms and positions in Å:
C  -0.994  -1.087  0.801  -0.72
C  0.255  -1.394  1.254  -0.34
C  -0.997  -0.025  -0.097  0.27
C  0.882  0.244  -0.192  0.20
N  1.328  -0.661  0.620  -0.02
N  1.353  1.122  -1.043  -0.32
N  -1.687  0.826  -0.757  1.00
O  -2.908  0.692  -0.887  -0.69
O  -1.099  1.725  -1.339  -0.82
H  -1.899  -1.397  1.271  0.41
H  0.549  -2.020  2.118  0.34
H  2.287  -0.836  0.742  0.18
H  0.617  1.700  -1.533  0.31
H  2.314  1.111  -0.957  0.19


Entry 14:
A cluster of 2 separate species, C4H5N3O3 in total. Source: OMol25; level of theory: the ωB97M-V functional and the def2-TZVPD basis.

## Properties
* E_HOMO (alpha / beta): -7.93 / -8.95 eV
* ⟨S²⟩: 2.09
* multiplicity: 3
* DFT total energy: -545.114129 Eh

Each line ends with the Mulliken spin population.
Atoms and positions in Å:
C  1.079  1.093  0.880  0.35
C  0.895  -0.863  -0.726  0.41
C  1.618  0.459  -0.419  -0.07
C  -0.707  -0.420  0.981  0.57
N  -0.008  0.677  1.485  -0.15
N  -0.216  -1.192  -0.084  -0.11
N  -2.356  0.496  -0.386  0.41
O  -0.802  -2.270  -0.320  -0.12
O  -3.271  1.027  0.101  0.29
O  -1.961  0.427  -1.467  0.28
H  1.653  1.774  1.464  0.02
H  1.343  -1.623  -1.372  0.01
H  1.694  1.162  -1.230  0.06
H  2.667  0.239  -0.295  0.05
H  -1.629  -0.985  1.388  0.00


Entry 15:
The molecule C4H5N3S. Source: OMol25; level of theory: the ωB97M-V functional and the def2-TZVPD basis.

## Properties
* E_HOMO: -8.25 eV
* SMILES: Nc1ccc(S)nn1
* DFT total energy: -717.817987 Eh

Each line ends with the Mulliken charge.
Atoms and positions in Å:
N  0.289  -0.306  1.113  -0.28
N  0.624  0.938  0.782  -0.57
S  -1.115  -2.439  1.633  -0.30
C  -0.918  -0.811  0.914  0.45
C  -0.284  1.740  0.110  0.47
C  -1.841  -0.125  0.152  -0.34
C  -1.601  1.275  -0.179  -0.48
N  0.285  2.869  -0.390  -0.49
H  0.129  -2.882  1.925  0.18
H  -2.698  -0.638  -0.079  0.45
H  -2.417  1.785  -0.618  0.38
H  1.349  2.943  -0.365  0.29
H  -0.137  3.307  -1.268  0.24


Entry 16:
The molecule C4H5N3S. Source: OMol25; level of theory: the ωB97M-V functional and the def2-TZVPD basis.

## Properties
* E_HOMO: -8.97 eV
* SMILES: CC1=NC=NN=CS1
* DFT total energy: -717.707059 Eh

Each line ends with the Mulliken charge.
Atoms and positions in Å:
C  1.282  1.649  -0.018  -0.86
C  0.481  0.408  -0.269  0.54
C  0.062  -1.785  -0.977  0.11
C  -1.610  -0.176  1.032  -0.11
H  2.235  1.299  -0.650  0.31
H  1.372  1.776  1.309  0.23
H  0.519  2.677  -0.235  0.31
H  0.587  -2.469  -1.714  0.34
H  -2.182  0.066  1.878  0.51
N  0.891  -0.732  -0.582  -0.54
N  -1.050  -2.113  -0.289  -0.31
N  -1.265  -1.444  0.899  -0.31
S  -1.323  0.844  -0.384  -0.21


Entry 17:
The ion C4H5N4 with charge +1. Source: OMol25; level of theory: the ωB97M-V functional and the def2-TZVPD basis.

## Properties
* E_HOMO (alpha / beta): -14.24 / -14.25 eV
* total charge: +1
* DFT total energy: -374.012345 Eh

Each line ends with the Mulliken charge.
Atoms and positions in Å:
C  2.452  -0.062  0.002  0.42
C  -0.354  0.448  -1.938  -0.20
C  -0.558  -0.077  0.324  0.66
C  -0.738  -0.373  1.701  -0.89
N  3.414  -0.200  0.615  -0.29
N  0.901  0.352  -1.770  -0.49
N  1.327  0.048  -0.631  0.14
N  -1.138  0.203  -0.768  -0.08
H  -0.816  0.690  -2.872  0.43
H  0.090  -0.963  2.099  0.33
H  -1.678  -0.906  1.880  0.36
H  -0.757  0.565  2.269  0.32
H  -2.145  0.275  -0.911  0.28


Entry 18:
The ion C4H5N4O2 with charge +1. Source: OMol25; level of theory: the ωB97M-V functional and the def2-TZVPD basis.

## Properties
* E_HOMO: -14.65 eV
* SMILES: [H]/N=C/C=C\C(=[N+]=N)[N+](=O)[O-]
* total charge: +1
* DFT total energy: -524.369969 Eh

Each line ends with the Mulliken charge.
Atoms and positions in Å:
C  -1.025  1.174  0.019  -0.35
C  0.300  1.138  -0.093  -0.27
C  -2.048  0.210  0.273  0.05
C  1.194  -0.018  -0.047  0.33
N  -1.990  -0.991  0.017  -0.47
N  0.869  -1.184  -0.194  0.73
N  2.776  0.299  -0.051  1.03
N  0.177  -2.131  -0.031  -0.62
O  2.992  1.443  0.024  -0.49
O  3.499  -0.638  0.018  -0.51
H  -1.324  2.242  -0.080  0.29
H  0.726  2.150  -0.197  0.36
H  -3.038  0.746  0.714  0.27
H  -2.793  -1.619  0.230  0.28
H  -0.316  -2.822  -0.603  0.37


Entry 19:
A cluster of 2 separate species, C4H5N6 in total. Source: OMol25; level of theory: the ωB97M-V functional and the def2-TZVPD basis.

## Properties
* E_HOMO: -4.68 eV
* total charge: -1
* DFT total energy: -483.858815 Eh

Each line ends with the Mulliken charge.
Atoms and positions in Å:
C  -1.018  -1.122  0.181  0.12
C  0.519  1.388  0.627  -0.29
C  1.464  0.585  -0.078  -0.03
C  -0.175  2.067  -0.372  -0.25
N  -1.682  -3.056  -0.213  -0.36
N  -1.991  -1.803  -0.516  -0.38
N  -0.025  -2.051  0.625  -0.27
N  -0.580  -3.228  0.331  -0.44
N  1.504  1.150  -1.394  -0.41
N  0.509  1.964  -1.507  -0.28
H  -1.429  -0.143  0.485  0.34
H  0.479  1.482  1.733  0.30
H  2.472  0.539  0.318  0.33
H  1.020  -0.437  -0.017  0.19
H  -1.067  2.663  -0.204  0.43


Entry 20:
A cluster of 2 separate species, C4H5N6O in total. Source: OMol25; level of theory: the ωB97M-V functional and the def2-TZVPD basis.

## Properties
* E_HOMO: -11.33 eV
* total charge: +1
* DFT total energy: -558.690610 Eh

Each line ends with the Mulliken charge.
Atoms and positions in Å:
C  -4.686  -2.937  -1.661  -0.22
C  -3.019  -0.012  -0.423  0.56
C  -0.029  -1.463  -1.672  0.51
C  -4.351  0.008  -0.048  0.42
N  -4.910  -1.959  -1.089  0.28
N  -2.057  -0.573  -0.835  0.60
N  -0.880  -0.815  -1.108  -0.59
N  -5.168  -0.941  -0.355  -0.41
N  -4.817  1.038  0.764  -0.35
N  9.727  1.962  1.382  -0.64
O  0.879  -2.118  -1.956  -0.21
H  -4.296  1.766  1.146  0.18
H  -5.711  0.961  0.999  0.22
H  10.558  1.559  1.210  0.21
H  9.743  2.249  2.371  0.22
H  9.016  1.274  1.274  0.21